Computed, not measured: a single C6H6F2N2 molecule, with the ωB97M-V functional and the def2-TZVPD basis.

## Properties
SMILES string ... FC1(F)C[C@@H]1n1cccn1
LUMO energy ... 0.9 eV
Frontier orbital gap ... 9.9 eV
2S+1 ... 1
HOMO ... -9.0 eV

CARTESIAN COORDINATES (ANGSTROEM)
F1 -0.813574 -2.102630 1.101051
C1 -1.106837 -0.879870 1.563789
F2 -1.403139 -0.996005 2.867569
C2 -1.981098 -0.058399 0.694792
C3 -0.540386 0.532341 0.891572
N1 0.397028 0.433102 -0.142216
C4 0.390682 -0.359448 -1.230098
C5 1.589159 -0.044429 -1.881758
C6 2.250266 0.807903 -1.025932
N2 1.559019 1.092691 0.025938
H1 -2.628355 0.663449 1.119589
H2 -2.226576 -0.288745 -0.356000
H3 -0.337062 1.303511 1.710367
H4 -0.353394 -0.977519 -1.453616
H5 2.040742 -0.398814 -2.843726
H6 3.163525 1.272862 -1.041323

Atomic forces in eV per Å
0.701 0.061 -0.276
-0.534 1.649 -1.317
0.206 0.445 0.079
1.380 1.502 -0.798
-1.133 -2.697 2.935
0.369 0.038 0.919
3.902 3.175 -0.267
0.062 -1.676 -1.650
-0.409 -0.073 -0.045
-1.531 0.420 1.238
-1.117 0.015 0.620
0.136 -0.394 0.801
-0.360 -1.003 -1.753
-2.925 -2.323 -0.929
-0.950 0.123 1.155
2.202 0.738 -0.714

Löwdin atomic charge list, values in e, 5 entries: 0.11 -0.46 0.11 0.01 -0.07


Computed, not measured: a single C4H6O2 molecule, with the ωB97M-V functional and the def2-TZVPD basis.

## Properties
LUMO energy (spin up / spin down) ... -0.3 / -0.3 eV
Frontier orbital gap (spin up / spin down) ... 7.3 / 7.3 eV
2S+1 ... 1
HOMO (spin up / spin down) ... -7.5 / -7.5 eV

CARTESIAN COORDINATES (ANGSTROEM)
O1 0.286338 -2.141059 0.000140
C1 0.169737 -1.008494 -0.616508
C2 -0.869082 0.008251 -0.505488
C3 -0.051309 1.230646 -0.163379
C4 0.747492 1.042190 0.945919
O2 0.908194 -0.093381 1.480374
H1 -0.203285 -2.091530 0.841353
H2 0.906736 -0.892488 -1.408562
H3 -1.312838 0.129297 -1.502588
H4 -1.642571 -0.268071 0.226695
H5 -0.176119 2.163452 -0.699457
H6 1.236706 1.921186 1.401500

Atomic forces in eV per Å
-0.127 0.305 -0.030
-0.011 -0.182 -0.027
0.023 -0.197 0.022
0.044 0.087 0.086
0.071 0.122 -0.025
-0.098 0.119 -0.069
0.030 -0.045 -0.075
-0.058 0.022 0.062
0.058 -0.033 0.113
0.106 0.048 -0.109
0.018 -0.148 0.129
-0.055 -0.097 -0.079

Löwdin atomic charge list, values in e, 5 entries: 0.13 -0.09 -0.19 -0.13 -0.37


Computed max |F|, in the same sequence as the records: 5.038, 0.331 eV Å⁻¹.
Computed energy above the lowest of the compared OMol25 structures with the same formula, charge and spin, in the same sequence as the records: 221.6, 319.0 kJ/mol.
Computed electronic energy, in the same sequence as the records: -541.37845, -306.38480 Ha.